No. 1
A 10-piece molecular cluster, C47H103F6N5O7 overall at a distorted geometry. Source: the Open Molecules 2025 dataset; level of theory: ωB97M-V/def2-TZVPD.

Output
- Kohn-Sham gap (eV) = 8.519
- SMILES string = CCOC(=O)C(F)(F)F.CCOC(=O)C(F)(F)F.CCN(CC)CC.CCN(CC)CC.CCN(CC)CC.CCN(CC)CC.CCN(CC)CC.CC(C)=O.CC(C)=O.CC(C)=O
- HOMO (eV) = -8.22
- 2S+1 = 1
- E_LUMO (eV) = 0.296

Positions of all 168 atoms, in Å:
C1 -0.87932 -7.59630 -2.80010
C2 -1.11793 -6.23542 -2.29098
O1 -1.77097 -6.36890 -0.99134
C3 -2.64387 -5.36064 -0.67293
O2 -3.06719 -4.34670 -1.34259
C4 -3.24633 -5.60167 0.76429
F1 -2.72309 -6.76080 1.21174
F2 -2.82578 -4.54483 1.49847
F3 -4.57664 -5.63487 0.73606
H1 -0.34770 -8.13012 -2.01236
H2 -0.29744 -7.57601 -3.72156
H3 -1.83756 -8.00515 -3.12059
H4 -1.77825 -5.74210 -3.00422
H5 -0.21608 -5.63525 -2.17032
C5 0.27427 -1.82914 -15.19832
C6 0.24457 -3.27346 -14.71585
O3 -0.46509 -3.37230 -13.50080
C7 -0.82102 -4.63439 -13.06789
O4 -0.69997 -5.65706 -13.71408
C8 -1.43836 -4.68999 -11.71261
F4 -2.67093 -5.24666 -11.77932
F5 -0.62361 -5.28230 -10.77444
F6 -1.70145 -3.49614 -11.22042
H6 1.05898 -1.65104 -15.93359
H7 0.39441 -1.13693 -14.36495
H8 -0.60262 -1.54707 -15.78108
H9 1.22425 -3.75001 -14.75098
H10 -0.34409 -3.86833 -15.41421
C9 -9.77372 -14.01766 -15.42453
C10 -8.54744 -13.82596 -14.41127
N1 -7.50191 -12.88750 -14.93174
C11 -6.65595 -12.49720 -13.75857
C12 -5.58078 -11.48773 -14.25143
C13 -6.79158 -13.47203 -16.08472
C14 -5.88059 -14.63963 -15.84058
H11 -9.43613 -14.66590 -16.23318
H12 -10.09037 -13.12364 -15.96172
H13 -10.62606 -14.52038 -14.96750
H14 -8.97526 -13.34750 -13.53028
H15 -8.12801 -14.79886 -14.15506
H16 -7.20265 -11.97719 -12.97193
H17 -6.27402 -13.41383 -13.30911
H18 -4.91085 -11.30692 -13.41084
H19 -4.93783 -11.80975 -15.07058
H20 -5.89078 -10.47220 -14.49782
H21 -6.28372 -12.66845 -16.61805
H22 -7.48087 -13.83675 -16.84627
H23 -5.03371 -14.43602 -15.18526
H24 -5.55154 -15.18589 -16.72456
H25 -6.42391 -15.37747 -15.25024
C15 3.85663 -3.12564 -7.10461
C16 5.34421 -3.33151 -7.39779
N2 5.65476 -4.52436 -8.15570
C17 5.15090 -4.40122 -9.54901
C18 5.13756 -5.90586 -10.15112
C19 7.10158 -4.76696 -8.14423
C20 7.60558 -5.30480 -6.82380
H26 3.33396 -2.42352 -7.75418
H27 3.86684 -2.60629 -6.14634
H28 3.28490 -4.05366 -7.10249
H29 5.50678 -2.42314 -7.97791
H30 5.82088 -3.38807 -6.41918
H31 4.19435 -3.88207 -9.48893
H32 5.82415 -3.84920 -10.20483
H33 4.72874 -6.68459 -9.50727
H34 4.80920 -5.95219 -11.18945
H35 6.14369 -6.32507 -10.15918
H36 7.54764 -3.80047 -8.37880
H37 7.47907 -5.39868 -8.94830
H38 7.14586 -6.27231 -6.62211
H39 7.66533 -4.68642 -5.92818
H40 8.64563 -5.62782 -6.86909
C21 6.52510 1.98454 -16.61380
C22 6.73663 2.43268 -18.11150
N3 6.85226 3.89689 -18.16077
C23 8.24499 4.19152 -18.13509
C24 8.52939 5.51110 -17.43833
C25 6.14344 4.61300 -19.31823
C26 4.60294 4.30463 -19.35020
H41 7.44696 1.90884 -16.03715
H42 6.11700 0.97391 -16.59976
H43 5.84136 2.72006 -16.18998
H44 7.57681 1.88510 -18.53852
H45 5.85405 2.19107 -18.70377
H46 8.75219 3.51359 -17.44860
H47 8.76765 4.07281 -19.08422
H48 8.09150 5.50120 -16.44021
H49 9.58757 5.70579 -17.26380
H50 8.16079 6.38315 -17.97846
H51 6.50195 4.24464 -20.27943
H52 6.25443 5.69718 -19.29977
H53 4.27973 3.77974 -20.24916
H54 4.05976 5.24106 -19.47734
H55 4.21448 3.87886 -18.42504
C27 -2.60602 3.62155 -12.08581
C28 -3.29967 4.96987 -12.10847
N4 -3.01693 5.66295 -13.40124
C29 -3.40152 4.95063 -14.68030
C30 -4.94047 4.91656 -14.89869
C31 -3.61362 7.04969 -13.32245
C32 -3.25992 8.02192 -14.59284
H56 -1.67668 3.58269 -12.65408
H57 -3.22079 2.89288 -12.61420
H58 -2.41356 3.42367 -11.03135
H59 -4.36372 4.75873 -12.00209
H60 -2.99707 5.58998 -11.26467
H61 -2.93433 3.96594 -14.69499
H62 -2.86015 5.33157 -15.54626
H63 -5.36199 4.32616 -15.71224
H64 -5.29065 5.91518 -15.15991
H65 -5.52928 4.62144 -14.03018
H66 -4.67457 6.93245 -13.10164
H67 -3.30072 7.55754 -12.41016
H68 -3.51840 9.02422 -14.25127
H69 -2.24095 8.08657 -14.97442
H70 -3.79515 7.73715 -15.49868
C33 -7.32583 0.32840 -8.30628
C34 -6.42906 0.05699 -7.07218
N5 -6.31562 1.16507 -6.05846
C35 -5.49931 0.67624 -4.87834
C36 -4.03537 0.82130 -5.13177
C37 -7.66005 1.65782 -5.60324
C38 -8.50571 0.51397 -4.97545
H71 -8.15638 -0.36449 -8.44119
H72 -6.65816 0.17880 -9.15477
H73 -7.59191 1.38539 -8.29760
H74 -6.67929 -0.86308 -6.54401
H75 -5.37750 -0.04796 -7.33920
H76 -5.80477 1.34563 -4.07415
H77 -5.81833 -0.32069 -4.57425
H78 -3.79491 1.58468 -5.87172
H79 -3.43357 1.00221 -4.24116
H80 -3.61062 -0.03902 -5.64902
H81 -8.22383 2.15316 -6.39375
H82 -7.60373 2.42182 -4.82785
H83 -9.34965 0.86476 -4.38148
H84 -7.88119 -0.08574 -4.31331
H85 -8.98360 -0.11212 -5.72893
C39 -2.76660 4.32018 -21.63170
C40 -3.83380 5.44911 -21.90706
C41 -3.26406 6.89488 -22.00211
O5 -4.99825 5.15015 -21.83022
H86 -2.97086 3.41129 -21.06575
H87 -1.86777 4.75911 -21.19864
H88 -2.41848 3.90360 -22.57688
H89 -2.94384 7.32719 -21.05413
H90 -4.09843 7.51739 -22.32525
H91 -2.43710 7.04061 -22.69709
C42 -6.19790 -5.26620 -18.94221
C43 -5.66075 -3.88594 -19.26693
C44 -6.33060 -2.99141 -20.34594
O6 -4.63153 -3.50832 -18.75706
H92 -6.39786 -5.90009 -19.80610
H93 -7.16304 -5.21229 -18.43851
H94 -5.40985 -5.74133 -18.35798
H95 -7.18031 -2.61591 -19.77579
H96 -6.59129 -3.65393 -21.17130
H97 -5.71985 -2.13714 -20.63801
C45 -0.28072 -8.97933 -19.25142
C46 -0.01307 -10.24326 -20.07690
C47 -1.16064 -11.33233 -20.13044
O7 1.08306 -10.47006 -20.64571
H98 -0.76426 -8.18845 -19.82484
H99 0.61849 -8.63041 -18.74371
H100 -0.98924 -9.25175 -18.46918
H101 -1.86475 -10.91659 -19.40968
H102 -1.05155 -12.39486 -19.91315
H103 -1.57516 -11.20856 -21.13092

Atoms 1-3, force components in eV/Å:
0.29 -0.53 -0.29
-0.49 1.01 -0.38
-1.31 2.48 -0.32



No. 2
A 20-piece molecular cluster, H40O20 overall at a distorted geometry. Source: the Open Molecules 2025 dataset; level of theory: ωB97M-V/def2-TZVPD.

Output
- Kohn-Sham gap (eV) = 10.333
- HOMO (eV) = -10.78
- 2S+1 = 1
- energy above the lowest of the compared OMol25 structures with the same formula, charge and spin (kcal per mole) = 235.0
- E_LUMO (eV) = -0.445

Positions of all 60 atoms, in Å:
O1 -4.30169 1.41407 -2.04118
H1 -3.96443 1.76858 -2.80927
H2 -3.98616 1.72735 -1.24460
O2 2.59844 0.98937 3.19159
H3 2.32581 1.74940 3.76413
H4 2.56616 0.96712 2.26921
O3 -0.49511 2.17726 3.29500
H5 -0.20199 2.41224 4.14567
H6 -0.35471 3.14299 2.79491
O4 -2.89813 3.86439 -0.85422
H7 -2.30975 4.46669 -0.59638
H8 -3.07426 3.53648 0.08871
O5 0.62267 4.91924 2.21076
H9 1.15967 4.23243 1.86292
H10 1.12011 5.72076 1.60856
O6 -0.82880 -1.23769 -3.12504
H11 -0.24480 -1.95959 -2.86379
H12 -1.34529 -1.14494 -2.26656
O7 1.27783 0.18714 1.11273
H13 1.09668 -0.81950 1.44100
H14 0.80855 0.69537 1.92140
O8 -5.47536 -0.56860 0.09294
H15 -5.53001 -1.46002 0.23300
H16 -6.03115 -0.18908 -0.57918
O9 -1.34219 -5.43329 -0.46012
H17 -0.56695 -5.71061 -0.77542
H18 -1.55829 -4.67713 -0.69252
O10 -0.23511 -4.50408 -2.48997
H19 0.30962 -4.19814 -1.64893
H20 -0.09968 -5.48113 -2.84964
O11 4.12677 1.70815 -1.46113
H21 4.22938 2.13987 -2.20161
H22 3.05500 1.68395 -1.33962
O12 1.03669 -2.56855 0.02414
H23 1.10139 -3.10994 0.77838
H24 1.70361 -2.09417 -0.32656
O13 3.19864 -1.46307 -0.46563
H25 4.13299 -1.28172 -0.58460
H26 2.94972 -1.68704 -1.35256
O14 1.27234 0.99077 -4.09112
H27 1.51786 0.10268 -4.26613
H28 0.27829 1.01115 -4.12099
O15 -5.23463 -1.00587 3.20051
H29 -4.29765 -1.24733 3.37559
H30 -4.89211 -0.52169 2.36270
O16 3.11428 3.15636 1.28574
H31 3.73825 2.88165 0.56288
H32 3.66223 3.38495 1.97604
O17 -0.96276 1.92351 -0.16543
H33 -0.15565 1.53865 0.41998
H34 -1.50865 1.07223 -0.00835
O18 1.82545 2.87674 -2.20061
H35 1.79819 2.13337 -2.74685
H36 1.00768 2.66579 -1.70458
O19 2.25118 -4.37723 1.58564
H37 2.45293 -5.04812 0.88286
H38 2.89996 -4.17678 2.06569
O20 -1.48606 -2.22429 1.40119
H39 -1.31390 -3.17098 1.18348
H40 -0.54304 -1.88010 1.19522

Atoms 1-3, force components in eV/Å:
-3.07 -3.29 -0.09
1.53 1.69 -1.81
1.48 1.55 1.82



No. 3
C5H5N as an isolated structure at a distorted geometry. Source: the Open Molecules 2025 dataset; level of theory: ωB97M-V/def2-TZVPD.

Output
- Kohn-Sham gap (eV) = 8.868
- HOMO (eV) = -8.45
- 2S+1 = 1
- energy above the lowest of the compared OMol25 structures with the same formula, charge and spin (kcal per mole) = 140.8
- E_LUMO (eV) = 0.419

Positions of all 11 atoms, in Å:
C1 -2.36436 0.70653 0.20392
C2 -0.41256 0.79743 -0.30511
C3 -1.72528 -0.39464 0.22201
C4 0.27408 -0.36167 0.10922
C5 1.78592 -0.61668 0.15582
N1 -0.69250 -1.21245 0.55240
H1 -2.86368 1.28449 -0.54006
H2 -0.38657 1.73791 -0.82765
H3 2.15503 -0.54552 1.11531
H4 2.30841 0.19295 -0.35378
H5 1.92151 -1.58835 -0.33207

Atoms 1-3, force components in eV/Å:
2.27 -0.39 -1.08
0.12 -0.77 1.16
2.08 -1.73 1.31



No. 4
C21H32N7NiOS as an isolated structure at a distorted geometry. Source: the Open Molecules 2025 dataset; level of theory: ωB97M-V/def2-TZVPD.

Output
- Kohn-Sham gap (spin up / spin down) (eV) = 6.892 / 6.785
- HOMO (spin up / spin down) (eV) = -10.84 / -10.84
- 2S+1 = 3
- net charge = +1
- E_LUMO (spin up / spin down) (eV) = -3.946 / -4.053

Positions of all 63 atoms, in Å:
Ni1 -0.25401 1.52987 -2.09813
C1 0.14626 -2.68102 -6.82717
C2 -0.09906 -1.24385 -6.25423
N1 0.91746 -0.90754 -5.27663
C3 0.68297 -0.11394 -4.23223
S1 -0.84651 0.54244 -3.86265
N2 1.73168 0.18687 -3.45634
N3 1.47704 1.02994 -2.46101
C4 2.41783 1.57036 -1.70270
C5 3.90372 1.19372 -1.91386
C6 1.89699 2.47591 -0.67948
C7 2.78926 3.31481 0.05472
C8 2.32527 4.16453 0.99590
C9 0.91010 4.11938 1.24362
C10 0.07290 3.36979 0.47379
N4 0.59699 2.52816 -0.53179
H1 -0.49618 -2.85649 -7.74000
H2 -0.25464 -3.36848 -6.05724
H3 1.21721 -2.84551 -6.91026
H4 -1.07841 -1.18809 -5.77955
H5 -0.12542 -0.44390 -7.02049
H6 1.92385 -0.99351 -5.48943
H7 3.97114 0.31978 -2.54350
H8 4.58261 1.17712 -1.05290
H9 4.36909 1.95534 -2.53270
H10 3.80771 3.16731 -0.20372
H11 2.96339 4.93945 1.48497
H12 0.49889 4.64665 2.09840
H13 -0.98422 3.43627 0.49453
C11 0.51921 -2.15835 2.17036
N5 1.19969 -1.33917 3.16728
C12 2.61171 -1.18754 2.70389
C13 1.17957 -1.78333 4.51624
O1 2.20832 -2.16843 5.09101
N6 -0.05674 -1.83204 5.10610
C14 -0.16944 -2.53298 6.39183
C15 -1.10042 -0.87793 4.77066
H14 1.11002 -3.10715 1.98554
H15 0.56120 -1.51828 1.26548
H16 -0.52519 -2.35751 2.35879
H17 2.72646 -0.75627 1.68865
H18 3.14302 -2.12970 2.85472
H19 3.05194 -0.42696 3.34171
H20 0.85507 -2.80306 6.66635
H21 -0.84328 -3.41207 6.34116
H22 -0.66170 -1.88322 7.06105
H23 -0.75032 -0.42098 3.85587
H24 -1.19091 -0.10056 5.53784
H25 -2.04019 -1.43577 4.57799
N7 -2.13006 1.80337 -1.35768
C16 -2.98649 0.91944 -0.61697
C17 -2.78023 0.60985 0.71982
C18 -3.72212 -0.22721 1.31904
C19 -4.78084 -0.81647 0.62315
C20 -4.88105 -0.55294 -0.76334
C21 -4.00966 0.30173 -1.40377
H26 -2.22674 2.72835 -0.93255
H27 -2.60269 1.98000 -2.25011
H28 -1.91181 1.00136 1.28347
H29 -3.66017 -0.36049 2.40766
H30 -5.49223 -1.49873 1.20927
H31 -5.57673 -1.05922 -1.43084
H32 -4.13107 0.37688 -2.47956

Atoms 1-3, force components in eV/Å:
-1.50 0.48 1.92
-1.65 0.71 0.71
-0.03 -0.30 -1.15



Question: What is the 2S+1 in the fourth record?
Answer: 3